# 1
H2N2O5S | ωB97M-V/def2-TZVPD

Summary:
Calculated total energy ... -884.93332 hartree
Energy relative to the best compared isomer or geometry (same formula, charge and spin) ... 172.9 kJ/mol
Kohn-Sham gap ... 10.2 eV
2S+1 ... 1
SMILES ... O=NN(O)S(=O)(=O)O

Last column: Mulliken charge in e.
Atoms and positions in Å:
1 H -1.66 -1.11 0.81  0.374
2 H 1.97 -0.31 -1.63  0.388
3 N -0.59 -0.05 -0.39  0.211
4 N -1.51 1.02 -0.19  0.130
5 O -1.04 -1.30 0.00  -0.400
6 O -2.55 0.56 0.31  -0.407
7 O 1.88 -0.67 -0.68  -0.472
8 O 1.18 -0.16 1.61  -0.505
9 O 1.28 1.68 -0.10  -0.508
10 S 1.04 0.34 0.27  1.188

=====

# 2
H2N3O2S | ωB97M-V/def2-TZVPD

Summary:
Calculated total energy ... -714.00544 hartree
Energy relative to the best compared isomer or geometry (same formula, charge and spin) ... 214.7 kJ/mol
Kohn-Sham gap ... 5.1 eV
2S+1 ... 1
Net charge ... -1

Last column: Mulliken charge in e.
Atoms and positions in Å:
1 N 2.89 0.16 -0.40  0.130
2 N -1.29 -0.02 0.50  -0.392
3 N -2.73 -0.31 -0.18  0.181
4 O -3.08 0.70 -0.76  -0.333
5 O 1.86 0.38 0.22  -0.562
6 S 4.05 -0.93 -0.13  -0.568
7 H -0.79 -0.87 0.61  0.256
8 H -0.92 0.89 0.14  0.288

=====

# 3
H2N3P3 | ωB97M-V/def2-TZVPD

Summary:
Calculated total energy ... -1189.44728 hartree
Energy relative to the best compared isomer or geometry (same formula, charge and spin) ... 260.4 kJ/mol
Kohn-Sham gap (spin up / spin down) ... 6.0 / 6.0 eV
2S+1 ... 1

Last column: Mulliken charge in e.
Atoms and positions in Å:
1 N 0.89 0.56 0.84  -0.154
2 N -1.34 0.26 -0.67  -0.398
3 N 0.54 -0.99 -0.96  -0.460
4 P 1.43 -1.06 1.20  -0.037
5 P -0.99 -1.41 -1.02  0.312
6 P 0.37 0.74 -0.68  0.196
7 H 1.15 1.39 1.31  0.255
8 H -2.05 0.51 -0.04  0.286

=====

# 4
H2N3P3 | ωB97M-V/def2-TZVPD

Summary:
Calculated total energy ... -1189.47315 hartree
Energy relative to the best compared isomer or geometry (same formula, charge and spin) ... 192.5 kJ/mol
Kohn-Sham gap (spin up / spin down) ... 6.8 / 6.8 eV
2S+1 ... 1

Last column: Mulliken charge in e.
Atoms and positions in Å:
1 N -1.20 0.66 0.47  -0.155
2 N 0.70 -0.94 -0.42  -0.255
3 N 1.49 1.05 0.21  -0.473
4 P -2.47 -0.11 -0.19  -0.103
5 P 2.17 -0.37 0.06  0.204
6 P 0.01 0.68 -0.68  0.237
7 H -0.98 0.74 1.45  0.314
8 H 0.28 -1.71 -0.89  0.232